# 1
10
Properties=species:S:1:pos:R:3:lowdin_charge:R:1 method="wB97M-V/def2-TZVPD" e_homo_ev=-10.1 largest_force_ev_per_a=6.67 orbital_gap_ev=8.93 charge=0 energy_ha=-1129.19040 e_above_lowest_kcal_mol=105.6
C 2.606 -0.377 -0.116 -0.230
C 0.773 0.787 -0.019 -0.600
C -0.156 -0.187 0.043 -0.851
C -1.705 0.001 0.017 -0.117
N 3.672 -0.730 0.025 0.021
Cl 0.721 2.464 -0.120 0.725
Cl 0.299 -1.798 0.003 0.766
H -1.979 -0.711 0.937 0.108
H -2.227 -0.509 -0.915 0.116
H -2.004 1.060 0.144 0.063

# 2
116
Properties=species:S:1:pos:R:3:lowdin_charge:R:1 method="wB97M-V/def2-TZVPD" e_homo_ev=-7.9 largest_force_ev_per_a=2.18 orbital_gap_ev=6.07 smiles="C#CCc1cc(S(C)(=O)=O)c2c(c1P(C)C)N(CCCCNC(C)=O)c1cc(CCCCCN)c(C#C)c(CP(=O)(O)O)c1S2.O=C1C=C(O)C(=O)C=C1O.O=C1C=C(O)C(=O)C=C1O" charge=0 energy_ha=-4403.90218
C -2.887 6.403 0.168 0.115
C -2.814 5.539 -0.659 -0.121
C -2.702 4.448 -1.636 -0.155
C -2.648 3.124 -0.875 -0.213
C -3.655 2.906 0.043 -0.012
C -3.664 1.744 0.779 -0.281
S -4.961 1.553 1.964 0.618
C -6.174 0.431 1.338 -0.133
O -4.432 1.028 3.200 -0.340
O -5.600 2.835 2.118 -0.309
C -2.658 0.808 0.593 -0.369
C -1.635 1.002 -0.313 -0.221
C -1.637 2.186 -1.074 -0.228
P -0.367 2.638 -2.306 0.961
C 0.691 1.242 -2.848 -0.290
C 0.639 4.028 -1.638 -0.273
N -0.565 0.083 -0.480 -0.059
C 0.639 0.435 0.316 -0.149
C 0.465 0.449 1.836 -0.175
C 1.829 0.659 2.515 -0.167
C 2.522 -0.694 2.752 -0.186
N 3.987 -0.530 2.675 0.014
C 4.638 -0.514 3.948 -0.492
C 5.684 0.562 4.123 -0.004
O 4.398 -1.283 4.844 0.098
C -0.945 -1.286 -0.400 -0.210
C -0.307 -2.175 -1.245 0.043
C -0.566 -3.528 -1.243 -0.150
C 0.170 -4.461 -2.172 -0.132
C -0.419 -4.559 -3.581 -0.188
C -1.901 -4.955 -3.646 -0.178
C -2.845 -3.710 -3.624 -0.167
C -4.008 -3.843 -2.630 -0.270
N -5.304 -3.770 -3.351 -0.017
C -1.520 -4.015 -0.340 -0.145
C -1.826 -5.404 -0.231 -0.103
C -2.022 -6.578 -0.126 0.164
C -2.198 -3.148 0.523 -0.236
C -3.225 -3.631 1.500 -0.171
P -2.448 -3.791 3.157 0.425
O -1.024 -3.447 3.099 -0.257
O -3.249 -2.841 4.170 -0.124
O -2.719 -5.300 3.575 -0.109
C -1.886 -1.795 0.477 -0.351
S -2.698 -0.673 1.585 1.103
H -3.154 6.950 1.037 0.044
H -3.591 4.500 -2.261 0.133
H -1.799 4.650 -2.189 0.051
H -4.425 3.649 0.170 0.125
H -6.698 0.865 0.493 0.075
H -6.887 0.325 2.151 0.076
H -5.753 -0.540 1.097 0.051
H 1.497 1.057 -2.132 0.021
H 1.168 1.503 -3.787 0.033
H 0.133 0.318 -2.904 0.021
H 0.603 4.117 -0.556 0.040
H 1.652 3.948 -2.025 0.045
H 0.220 4.939 -2.048 0.014
H 1.019 1.383 -0.067 0.102
H 1.400 -0.311 0.078 0.122
H 0.100 -0.534 2.122 0.096
H -0.254 1.225 2.088 0.113
H 1.624 1.101 3.488 0.110
H 2.478 1.298 1.923 0.106
H 2.216 -1.101 3.713 0.120
H 2.212 -1.401 1.984 0.110
H 4.393 -1.267 2.107 0.077
H 6.338 0.262 4.936 0.078
H 6.277 0.687 3.222 0.072
H 5.198 1.494 4.400 0.085
H 0.442 -1.784 -1.923 0.125
H 1.203 -4.123 -2.210 0.090
H 0.191 -5.442 -1.704 0.114
H -0.213 -3.653 -4.151 0.111
H 0.146 -5.346 -4.085 0.107
H -2.040 -5.471 -4.595 0.104
H -2.125 -5.666 -2.858 0.086
H -2.223 -2.857 -3.374 0.091
H -3.224 -3.601 -4.636 0.101
H -3.955 -3.033 -1.899 0.096
H -3.980 -4.811 -2.141 0.094
H -5.253 -3.064 -4.072 0.051
H -6.025 -3.514 -2.690 0.053
H -2.200 -7.613 0.013 0.040
H -3.626 -4.591 1.189 0.093
H -4.071 -2.948 1.545 0.074
H -3.724 -2.167 3.663 0.045
H -2.399 -5.444 4.478 0.094
O 5.505 -2.373 -4.741 0.114
C 5.240 -2.297 -3.557 -0.313
C 5.748 -1.256 -2.678 0.078
C 5.416 -1.255 -1.380 -0.228
O 5.841 -0.322 -0.534 0.121
C 4.526 -2.317 -0.794 -0.293
O 4.277 -2.272 0.397 0.092
C 3.999 -3.341 -1.673 0.072
C 4.327 -3.340 -2.972 -0.234
O 3.878 -4.248 -3.829 0.118
H 6.388 -0.501 -3.113 0.137
H 5.454 -0.531 0.337 0.102
H 3.350 -4.087 -1.238 0.132
H 4.268 -4.019 -4.695 0.123
O -0.414 7.334 2.231 0.107
C 0.792 7.251 2.107 -0.308
C 1.730 7.405 3.207 0.077
C 3.047 7.314 2.980 -0.238
O 3.956 7.443 3.940 0.115
C 3.599 7.057 1.605 -0.318
O 4.807 7.005 1.477 0.106
C 2.662 6.881 0.509 0.073
C 1.344 6.968 0.735 -0.235
O 0.439 6.813 -0.223 0.086
H 1.323 7.591 4.191 0.136
H 4.824 7.337 3.506 0.120
H 3.070 6.681 -0.472 0.134
H -0.438 6.920 0.205 0.083

# 3
62
Properties=species:S:1:pos:R:3:lowdin_charge:R:1 method="wB97M-V/def2-TZVPD" e_homo_ev=-8.2 largest_force_ev_per_a=18.58 orbital_gap_ev=8.67 charge=0 energy_ha=-1682.51976 e_above_lowest_kcal_mol=609.2
C -4.956 -2.004 1.757 0.083
H -5.488 -1.265 2.153 0.043
O -3.482 -1.533 1.696 -0.055
C -3.317 -0.400 1.215 -0.527
C -3.352 0.541 1.960 -0.056
C -3.085 1.894 1.720 -0.082
C -2.771 2.080 0.509 -0.099
C -2.716 1.143 -0.648 0.045
C -3.091 -0.116 -0.183 -0.112
S -2.833 -1.511 -1.303 0.737
O -3.888 -2.306 -1.047 -0.239
O -2.961 -0.760 -2.697 -0.370
N -1.332 -2.268 -1.149 -0.129
C -1.129 -2.630 0.286 -0.187
C 0.124 -3.559 0.098 -0.142
H 0.244 -3.966 1.353 0.198
H 0.043 -4.543 -0.410 0.130
C 1.311 -2.777 -0.155 -0.184
C 1.875 -1.582 0.742 -0.298
O 0.985 -1.239 1.790 -0.105
N 2.998 -1.235 0.648 -0.061
C 3.955 -1.430 -0.074 -0.272
H 3.750 -2.170 -0.883 0.148
C 4.401 -0.197 -0.805 -0.246
N 4.920 0.923 -0.277 -0.265
C 5.503 1.960 -0.708 -0.138
H 5.805 2.447 0.049 0.041
H 6.278 1.820 -1.389 0.096
H 4.568 2.411 -1.184 0.133
C 3.899 1.019 0.982 -0.099
C 3.491 -0.098 1.620 -0.080
H 2.630 -0.038 2.237 0.113
H 4.381 -0.539 2.241 0.184
H 4.211 1.679 1.594 0.068
H 2.938 1.400 0.407 0.182
H 5.320 -0.269 -1.635 0.176
H 3.625 0.122 -1.737 0.164
H 4.955 -1.870 0.576 0.213
H 2.160 -3.377 -0.374 0.118
C 0.887 -1.901 -1.467 -0.190
C -0.192 -1.282 -1.246 -0.320
H -0.691 -0.666 -2.113 0.160
H -0.221 -0.465 -0.615 0.120
H 1.765 -1.521 -1.866 0.084
H 0.727 -2.728 -2.398 0.210
H -1.860 -3.418 0.420 0.117
H -1.000 -2.079 1.091 0.056
H -2.317 1.083 -1.532 0.039
C -2.254 3.671 -0.241 -0.544
C -0.969 3.628 -0.599 -0.171
H -0.722 2.966 -1.567 0.124
H -0.144 3.236 0.074 0.094
H -0.339 4.627 -1.027 0.149
C -3.170 3.991 -1.125 -0.162
H -3.085 3.356 -1.977 0.086
H -4.215 4.189 -0.640 0.143
H -2.987 5.020 -1.602 0.123
H -2.416 4.275 0.766 0.165
H -2.997 2.901 2.390 0.176
H -3.488 0.538 3.440 0.241
H -5.005 -3.018 2.126 0.097
H -5.275 -2.163 0.728 0.076

# 4
56
Properties=species:S:1:pos:R:3:lowdin_charge:R:1 method="wB97M-V/def2-TZVPD" e_homo_ev="-12.4 / -12.6" largest_force_ev_per_a=3.60 multiplicity=5 orbital_gap_ev="3.70 / 3.09" charge=+2 energy_ha=-2209.41119 e_above_lowest_kcal_mol=54.7
P 1.835 0.283 -1.476 0.921
P -1.301 -2.004 -1.198 0.965
C 1.353 -1.372 -2.106 -0.276
C -0.098 -1.627 -2.553 -0.283
H 1.685 -2.136 -1.382 0.098
H 1.994 -1.484 -2.991 0.113
H -0.501 -0.808 -3.172 0.097
H -0.129 -2.511 -3.212 0.123
C -1.086 -3.802 -0.935 -0.157
H -1.540 -4.128 0.008 0.083
H -0.032 -4.097 -0.910 0.067
H -1.576 -4.330 -1.765 0.073
C -2.876 -2.019 -2.105 -0.151
H -2.942 -2.966 -2.649 0.071
H -2.943 -1.182 -2.806 0.076
H -3.722 -1.966 -1.404 0.078
C 3.623 0.225 -1.352 -0.147
H 3.987 1.144 -0.869 0.087
H 3.988 0.176 -2.391 0.079
H 3.936 -0.680 -0.812 0.082
C 1.459 1.496 -2.731 -0.151
H 0.449 1.390 -3.147 0.080
H 2.191 1.346 -3.535 0.088
H 1.609 2.511 -2.342 0.081
Ru 0.179 3.099 0.841 1.218
C -2.005 -1.382 0.455 -0.322
C -1.057 -1.750 1.481 0.007
C 0.377 -1.862 1.261 -0.174
C 1.154 -0.535 1.334 -0.122
C 1.137 0.453 0.160 -0.395
C -0.105 1.284 -0.238 -0.409
C -1.421 0.788 -0.741 -0.231
C -2.293 0.154 0.353 -0.115
C 1.823 4.086 1.470 -0.279
H -2.973 -1.908 0.583 0.148
H -1.440 -1.867 2.488 0.144
H 0.604 -2.417 0.322 0.079
H 0.753 -2.460 2.116 0.155
H 0.831 -0.008 2.236 0.095
H 2.211 -0.761 1.548 0.139
H 1.775 1.258 0.623 0.105
H 0.273 2.091 -0.948 0.025
H -1.144 0.082 -1.568 0.039
H -2.021 1.556 -1.284 0.150
H -2.108 0.669 1.310 0.093
H -3.355 0.328 0.142 0.133
H 1.481 4.984 2.008 0.012
H 2.412 4.342 0.577 -0.013
H 2.386 3.419 2.131 -0.001
F 0.289 3.533 4.685 -0.356
Te -0.960 2.157 4.189 1.956
F 0.506 0.918 4.071 -0.384
F -1.279 1.573 6.010 -0.335
F -2.105 0.734 3.616 -0.385
F -2.460 3.321 4.275 -0.350
O -0.827 2.659 2.329 -0.728

# 5
54
Properties=species:S:1:pos:R:3:lowdin_charge:R:1 method="wB97M-V/def2-TZVPD" e_homo_ev=-8.4 largest_force_ev_per_a=1.30 orbital_gap_ev=9.05 smiles="CN1CCN(C(=O)c2ccc(COc3ccc(C(C)(C)C)cc3)o2)CC1" charge=0 energy_ha=-1152.22042 e_above_lowest_kcal_mol=74.2
C 4.836 3.238 0.946 -0.104
N 4.431 1.930 0.490 -0.228
C 4.265 0.967 1.556 -0.188
C 3.499 -0.238 1.007 -0.128
N 4.088 -0.684 -0.238 -0.030
C 3.494 -1.497 -1.145 -0.391
O 4.012 -1.749 -2.224 0.057
C 2.200 -2.116 -0.813 -0.158
C 1.395 -2.813 -1.678 0.031
C 0.293 -3.268 -0.927 0.017
C 0.498 -2.826 0.349 -0.249
C -0.313 -2.995 1.598 -0.116
O -1.695 -3.064 1.352 -0.033
C -2.334 -1.952 0.869 -0.262
C -1.736 -0.733 0.593 -0.001
C -2.496 0.324 0.116 -0.015
C -3.861 0.208 -0.098 -0.188
C -4.725 1.348 -0.614 -0.563
C -3.918 2.619 -0.893 -0.068
C -5.792 1.680 0.440 -0.046
C -5.403 0.916 -1.921 -0.046
C -4.446 -1.026 0.186 -0.031
C -3.705 -2.086 0.658 0.007
O 1.646 -2.125 0.427 0.060
C 5.370 -0.101 -0.563 -0.123
C 5.288 1.427 -0.578 -0.162
H 4.105 3.611 1.661 0.082
H 5.830 3.239 1.424 0.088
H 4.863 3.913 0.092 0.086
H 3.668 1.425 2.348 0.123
H 5.224 0.651 2.004 0.123
H 3.500 -1.048 1.746 0.127
H 2.464 0.067 0.826 0.126
H 1.588 -2.968 -2.719 0.121
H -0.542 -3.840 -1.274 0.121
H -0.068 -2.186 2.301 0.141
H -0.073 -3.952 2.077 0.142
H -0.677 -0.582 0.737 0.107
H -1.986 1.251 -0.087 0.103
H -3.443 2.989 0.012 0.084
H -3.157 2.440 -1.649 0.085
H -4.584 3.396 -1.264 0.083
H -6.434 0.825 0.635 0.075
H -6.415 2.503 0.097 0.083
H -5.318 1.971 1.375 0.090
H -6.047 0.055 -1.768 0.074
H -6.009 1.729 -2.315 0.083
H -4.653 0.653 -2.664 0.090
H -5.505 -1.170 0.038 0.109
H -4.167 -3.036 0.875 0.118
H 6.110 -0.437 0.172 0.126
H 5.660 -0.476 -1.546 0.122
H 4.865 1.768 -1.529 0.125
H 6.311 1.826 -0.496 0.118

# 6
114
Properties=species:S:1:pos:R:3:lowdin_charge:R:1 method="wB97M-V/def2-TZVPD" e_homo_ev=-7.3 largest_force_ev_per_a=0.82 orbital_gap_ev=6.92 charge=0 energy_ha=-4968.84754 e_above_lowest_kcal_mol=14.5
Sc 0.233 -0.212 -0.711 0.872
C 3.325 3.127 0.063 -0.018
C 1.963 3.625 -0.308 -0.256
N 1.812 4.883 -0.655 0.121
C 0.595 5.331 -1.030 -0.083
C -0.533 4.551 -1.012 -0.133
C -1.869 5.093 -1.444 -0.211
O -1.723 6.426 -1.904 -0.057
C -0.404 3.203 -0.608 -0.073
C -1.577 2.411 -0.326 -0.043
N -1.614 1.165 -0.012 0.011
C -2.897 0.661 0.329 -0.333
C -3.914 0.607 -0.624 -0.011
C -5.155 0.085 -0.293 -0.067
C -5.401 -0.376 0.992 -0.090
C -4.404 -0.306 1.951 -0.163
C -3.157 0.204 1.619 -0.635
I -1.688 0.377 3.085 1.016
C 0.875 2.708 -0.320 -0.264
O 1.096 1.456 -0.008 -0.150
H 4.011 3.969 0.128 0.078
H 3.691 2.424 -0.689 0.072
H 3.301 2.589 1.013 0.081
H 0.538 6.361 -1.347 0.109
H -2.572 5.066 -0.601 0.122
H -2.269 4.449 -2.236 0.130
H -2.557 6.703 -2.290 0.088
H -2.524 2.954 -0.315 0.139
H -3.714 0.978 -1.622 0.110
H -5.935 0.047 -1.044 0.104
H -6.369 -0.783 1.254 0.105
H -4.592 -0.645 2.961 0.096
C -5.684 -2.162 -5.427 -0.020
C -4.243 -2.359 -5.882 -0.304
C -3.997 -3.693 -6.572 -0.132
C -4.229 -4.850 -5.610 -0.129
C -3.474 -4.638 -4.323 -0.124
C -3.158 -5.701 -3.508 0.061
C -2.436 -5.500 -2.335 -0.253
F -2.145 -6.577 -1.579 0.066
C -2.007 -4.267 -1.947 0.046
C -2.316 -3.167 -2.756 -0.020
C -1.842 -1.845 -2.363 -0.267
O -1.260 -1.709 -1.252 -0.136
C -2.108 -0.788 -3.271 -0.023
C -2.868 -1.037 -4.378 0.051
N -3.333 -2.242 -4.726 0.020
C -3.049 -3.348 -3.938 -0.061
C -1.606 0.624 -3.070 -0.605
O -2.236 1.550 -3.573 0.048
O -0.533 0.713 -2.391 -0.158
H -6.363 -2.255 -6.276 0.090
H -5.814 -1.171 -4.991 0.086
H -5.966 -2.900 -4.676 0.085
H -3.965 -1.553 -6.561 0.148
H -2.969 -3.716 -6.939 0.130
H -4.656 -3.772 -7.438 0.123
H -3.909 -5.788 -6.065 0.123
H -5.296 -4.958 -5.399 0.121
H -3.452 -6.708 -3.776 0.136
H -1.429 -4.113 -1.047 0.101
H -3.125 -0.209 -5.028 0.154
O 2.112 -1.102 -0.333 -0.372
N 3.214 -0.692 -0.981 -0.192
C 4.302 -0.420 -0.228 -0.045
C 5.489 -0.089 -0.809 -0.063
C 5.549 -0.037 -2.210 -0.069
C 4.432 -0.303 -2.953 -0.081
C 3.199 -0.637 -2.343 -0.683
S 1.746 -0.916 -3.146 0.736
H 4.125 -0.480 0.834 0.120
H 6.345 0.133 -0.189 0.107
H 6.475 0.223 -2.705 0.108
H 4.447 -0.258 -4.032 0.104
C 1.616 -6.335 0.833 -0.214
Si 1.781 -4.572 0.206 0.323
C 3.576 -4.071 0.422 -0.206
C 1.381 -4.541 -1.624 -0.210
Sb 0.292 -2.898 1.475 0.912
Si 1.677 -2.796 3.621 0.288
C 3.115 -1.649 3.251 -0.226
C 2.296 -4.496 4.132 -0.224
C 0.752 -2.080 5.089 -0.230
Si -1.827 -4.115 2.270 0.297
C -1.738 -5.990 2.235 -0.226
C -2.222 -3.604 4.034 -0.236
C -3.251 -3.591 1.155 -0.212
H 2.185 -6.995 0.170 0.035
H 0.583 -6.682 0.839 0.002
H 2.021 -6.447 1.842 0.018
H 4.195 -4.807 -0.102 0.040
H 3.897 -4.052 1.465 0.007
H 3.767 -3.094 -0.023 0.011
H 2.288 -4.791 -2.182 0.041
H 1.057 -3.556 -1.966 -0.012
H 0.621 -5.284 -1.877 0.020
H 3.775 -2.069 2.491 0.004
H 3.704 -1.462 4.153 0.036
H 2.733 -0.693 2.884 0.031
H 3.050 -4.885 3.445 0.011
H 1.471 -5.213 4.165 0.022
H 2.741 -4.452 5.130 0.033
H 0.209 -1.165 4.853 -0.034
H 1.493 -1.837 5.857 0.035
H 0.047 -2.791 5.520 0.013
H -0.929 -6.381 2.854 0.024
H -1.609 -6.366 1.218 0.008
H -2.681 -6.394 2.617 0.036
H -1.620 -4.170 4.748 0.024
H -3.274 -3.829 4.235 0.033
H -2.065 -2.541 4.215 -0.026
H -3.378 -4.294 0.330 0.016
H -3.118 -2.594 0.733 0.009
H -4.183 -3.593 1.730 0.035

# 7
37
Properties=species:S:1:pos:R:3:lowdin_charge:R:1 method="wB97M-V/def2-TZVPD" e_homo_ev="-4.0 / -6.0" largest_force_ev_per_a=3.09 multiplicity=4 orbital_gap_ev="8.61 / 10.65" charge=-2 energy_ha=-5594.00877 e_above_lowest_kcal_mol=9.1
V -0.204 -0.335 0.276 1.011
P -3.022 1.578 1.995 0.187
F -1.817 0.443 1.625 -0.240
F -2.275 2.632 1.033 -0.151
F -3.844 0.982 0.714 -0.174
F -4.257 2.613 2.255 -0.181
F -3.699 0.471 2.944 -0.152
F -2.228 2.148 3.238 -0.126
P 1.392 0.813 2.892 0.206
F -0.017 0.810 3.678 -0.153
F 0.647 1.696 1.735 -0.158
F 1.843 2.125 3.688 -0.132
F 2.788 0.689 2.148 -0.120
F 1.935 -0.178 4.091 -0.179
F 0.872 -0.569 2.075 -0.238
P -1.973 -2.458 -0.590 0.205
F -2.093 -0.796 -0.537 -0.213
F -0.727 -2.218 -1.600 -0.159
F -0.904 -2.362 0.669 -0.176
F -1.790 -4.041 -0.787 -0.132
F -3.132 -2.674 0.481 -0.105
F -3.048 -2.407 -1.796 -0.138
C -0.074 0.496 -3.592 -0.659
F 0.026 1.378 -4.605 0.118
F -1.338 0.189 -3.382 0.163
F 0.613 -0.591 -3.914 0.143
S 0.609 1.376 -2.077 0.660
O 1.480 2.397 -2.526 -0.241
O -0.577 1.701 -1.332 -0.282
N 1.300 0.151 -1.130 -0.373
S 2.875 0.118 -1.473 0.589
O 3.155 -0.030 -2.871 -0.284
O 3.615 1.134 -0.802 -0.258
C 3.372 -1.514 -0.740 -0.670
F 2.341 -2.369 -0.763 0.126
F 4.340 -2.016 -1.511 0.127
F 3.819 -1.381 0.492 0.158

# 8
31
Properties=species:S:1:pos:R:3:lowdin_charge:R:1 method="wB97M-V/def2-TZVPD" e_homo_ev=-8.1 largest_force_ev_per_a=2.62 orbital_gap_ev=10.99 charge=-1 energy_ha=-1552.39486 e_above_lowest_kcal_mol=15.1
P -0.069 0.043 -0.236 0.403
F -0.016 -1.610 -0.529 -0.185
F -1.256 -0.142 0.903 -0.168
F 1.153 -0.050 0.929 -0.168
F -0.194 1.671 0.034 -0.188
F 1.038 0.376 -1.390 -0.158
F -1.240 0.158 -1.463 -0.189
O -0.812 -0.887 3.804 -0.059
H -1.239 -1.742 3.753 0.019
H -0.593 -0.673 2.897 -0.013
O 2.657 3.643 -0.516 -0.055
H 3.166 3.448 0.271 0.031
H 1.746 3.635 -0.221 0.012
O 3.818 -0.437 -0.316 -0.064
H 3.043 0.123 -0.354 -0.013
H 3.483 -1.321 -0.464 0.027
O 0.819 -0.982 -4.120 -0.054
H 1.378 -0.261 -3.831 0.020
H 0.949 -1.022 -5.067 0.020
O 0.120 3.193 2.237 -0.058
H -0.119 2.579 1.542 -0.025
H -0.713 3.424 2.648 0.029
O 0.037 -3.347 1.502 -0.057
H -0.864 -3.668 1.467 0.027
H 0.126 -2.796 0.724 -0.024
O -2.952 -2.816 -1.130 -0.053
H -2.943 -3.297 -1.958 0.027
H -2.205 -2.221 -1.189 -0.004
O -3.139 1.717 0.150 -0.068
H -2.589 0.945 0.285 -0.029
H -2.592 2.315 -0.360 0.018